The following is a DFT calculation (ωB97M-V with the def2-TZVPD basis set) of C8H7EuN3O4 as an isolated structure in a non-equilibrium geometry.

E_LUMO (spin up / spin down) = -8.35 / -8.20 eV
<S²> = 15.7595
total charge = +2
2S+1 = 8
orbital gap (spin up / spin down) = 7.7 / 7.9 eV

Atoms and positions in Å:
O 0.01 2.02 -5.81
C 0.01 1.39 -4.84
Eu -0.05 0.34 -2.23
C 1.83 -1.17 -2.98
C -1.83 -1.19 -2.99
O 2.84 -1.63 -3.28
O -2.84 -1.63 -3.29
C -1.54 -1.39 2.96
N -0.68 -0.54 2.15
C 0.16 0.38 2.69
C 0.98 1.17 1.94
C 0.94 1.01 0.55
N 0.11 0.10 0.06
C -0.73 -0.71 0.78
O -1.47 -1.52 0.18
N 1.70 1.73 -0.31
H -2.60 -1.23 2.72
H -1.39 -1.14 4.02
H -1.32 -2.45 2.81
H 0.14 0.44 3.78
H 1.65 1.90 2.36
H 2.35 2.42 0.05
H 1.73 1.66 -1.33

The following is a DFT calculation (ωB97M-V with the def2-TZVPD basis set) of a 2-piece molecular cluster, C8H7FN2 overall in a non-equilibrium geometry.

E_LUMO = -0.96 eV
SMILES string = C=C1C=CC=C/C1=N\F.C#N
orbital gap = 7.5 eV
energy relative to the best compared isomer or geometry (same formula, charge and spin) = 4.5477 eV

Atoms and positions in Å:
C 0.41 1.93 1.02
C 0.78 0.73 0.51
C 2.10 0.73 -0.12
C 2.55 -0.43 -0.64
C 1.78 -1.62 -0.73
C 0.52 -1.69 -0.27
C -0.01 -0.48 0.41
N -1.27 -0.36 0.67
F -2.08 -1.47 0.37
H -0.50 2.00 1.63
H 1.09 2.83 0.71
H 2.68 1.70 -0.05
H 3.51 -0.50 -1.00
H 2.40 -2.49 -0.94
H -0.12 -2.63 -0.25
C -4.52 0.60 -0.40
N -4.69 0.11 -1.43
H -4.61 1.05 0.50

The following is a DFT calculation (ωB97M-V with the def2-TZVPD basis set) of an isolated ion of composition C8H7FN3O2S and charge +1 in a non-equilibrium geometry.

E_LUMO = -5.76 eV
total charge = +1
orbital gap = 7.4 eV
energy relative to the best compared isomer or geometry (same formula, charge and spin) = 2.8359 eV

Atoms and positions in Å:
N 2.97 -0.14 -0.47
C 1.81 0.73 -0.04
C 0.49 -0.18 -0.13
C 0.22 -1.16 -1.32
N -0.97 -1.98 -1.37
F -1.09 -2.76 -2.47
C -1.99 -1.99 -0.37
C -1.90 -1.07 0.90
C -0.64 -0.16 0.98
C -0.44 0.88 2.21
O -0.49 0.51 3.39
O -0.25 2.26 1.80
N -1.26 2.47 0.87
C -0.73 2.99 -0.23
S -0.41 3.21 -1.84
H 2.83 -1.02 0.05
H 2.83 -0.34 -1.48
H 1.98 0.99 1.07
H 1.75 1.70 -0.62
H 0.97 -1.24 -2.18
H -2.94 -2.65 -0.43
H -2.73 -1.05 1.70

The following is a DFT calculation (ωB97M-V with the def2-TZVPD basis set) of a 2-piece molecular cluster, C8H7FO3 overall in a non-equilibrium geometry.

E_LUMO (spin up / spin down) = 0.47 / -1.04 eV
<S²> = 2.0207
2S+1 = 3
orbital gap (spin up / spin down) = 7.2 / 8.9 eV
energy relative to the best compared isomer or geometry (same formula, charge and spin) = 0.1368 eV

Atoms and positions in Å:
C -0.77 0.98 0.97
C 0.40 1.08 0.18
C -1.65 1.78 1.52
C -1.73 -1.80 -0.49
C 0.92 -0.30 0.45
C -0.45 -0.55 1.22
C 0.60 1.82 -1.03
C 1.34 -1.30 -0.68
O -2.43 2.34 2.11
O -1.35 -2.85 -0.33
O -2.27 -0.85 -0.81
F -0.44 -1.06 2.49
H 1.80 -0.42 1.17
H 0.10 1.29 -1.83
H 1.67 1.87 -1.45
H 0.06 2.72 -0.83
H 1.45 -2.29 -0.15
H 2.24 -0.97 -1.16
H 0.49 -1.48 -1.34

The following is a DFT calculation (ωB97M-V with the def2-TZVPD basis set) of an isolated molecule of C8H7N3 in a non-equilibrium geometry.

E_LUMO = 0.47 eV
SMILES string = c1ccc(-n2ccnn2)cc1
orbital gap = 9.5 eV
energy relative to the best compared isomer or geometry (same formula, charge and spin) = 4.1170 eV

Atoms and positions in Å:
C 2.93 -0.21 -0.08
C 2.18 0.96 -0.04
C 0.84 1.10 -0.07
C 0.07 0.01 0.25
N -1.38 -0.06 0.36
C -2.32 0.98 0.13
C -3.57 0.23 -0.06
N -3.19 -1.06 -0.19
N -2.00 -1.21 0.02
C 0.80 -1.23 0.24
C 2.24 -1.39 -0.02
H 4.01 -0.24 -0.21
H 2.65 1.87 -0.23
H 0.24 2.15 0.07
H -1.74 1.86 0.30
H -4.48 0.73 -0.49
H 0.00 -2.09 -0.03
H 2.73 -2.40 0.05

The following is a DFT calculation (ωB97M-V with the def2-TZVPD basis set) of a 2-piece molecular cluster, C8H7N3 overall in a non-equilibrium geometry.

E_LUMO = 0.12 eV
SMILES string = N#CC1=CC1.c1cncnc1
orbital gap = 9.5 eV
energy relative to the best compared isomer or geometry (same formula, charge and spin) = 4.6982 eV

Atoms and positions in Å:
N -2.07 -1.05 -0.74
C -1.02 -1.50 -0.83
C 0.32 -1.95 -0.97
C 1.36 -2.75 -0.86
C 1.71 -1.28 -1.13
H 1.68 -3.70 -0.71
H 1.94 -0.62 -0.27
H 2.00 -1.07 -2.20
C -1.23 0.72 1.47
C -1.80 1.81 0.79
N -1.01 2.49 -0.02
C 0.21 2.18 -0.28
N 0.90 1.34 0.52
C 0.14 0.69 1.34
H -1.88 -0.02 1.97
H -2.77 2.09 0.91
H 0.80 2.71 -1.00
H 0.75 -0.08 2.00

The following is a DFT calculation (ωB97M-V with the def2-TZVPD basis set) of an isolated molecule of C8H7N3O in a non-equilibrium geometry.

E_LUMO (spin up / spin down) = -2.85 / -2.08 eV
orbital gap (spin up / spin down) = 7.2 / 7.9 eV
energy relative to the best compared isomer or geometry (same formula, charge and spin) = 6.7078 eV

Atoms and positions in Å:
C -3.92 -0.86 -0.42
C -2.65 0.88 0.74
C -0.42 0.51 -0.88
C 0.36 0.01 0.06
C 0.05 -1.46 0.66
C -1.71 -0.23 -1.29
C -2.76 0.00 -0.32
C 1.55 0.69 0.75
N -4.81 -1.57 -0.60
N -2.41 1.67 1.60
N -0.65 -1.25 1.74
O 0.64 -2.38 0.23
H -0.08 1.56 -1.28
H -1.93 0.30 -2.28
H -1.46 -1.39 -1.45
H 1.47 0.55 1.85
H 1.35 1.76 0.41
H 2.53 0.25 0.37
H -1.61 -0.90 1.95

The following is a DFT calculation (ωB97M-V with the def2-TZVPD basis set) of an isolated molecule of C8H7N3OS in a non-equilibrium geometry.

E_LUMO = 0.26 eV
SMILES string = O/N=C/c1cccn1-c1nccs1
orbital gap = 8.4 eV
energy relative to the best compared isomer or geometry (same formula, charge and spin) = 0.2307 eV

Atoms and positions in Å:
O 2.67 1.97 -2.24
N 2.54 0.74 -1.59
C 1.39 0.64 -1.03
C 1.03 -0.60 -0.36
C 1.71 -1.78 -0.35
C 0.98 -2.70 0.43
C -0.16 -2.06 0.88
N -0.15 -0.77 0.39
C -1.17 0.16 0.61
N -1.21 1.37 0.16
C -2.36 2.02 0.53
C -3.22 1.31 1.32
S -2.58 -0.25 1.61
H 3.53 1.91 -2.65
H 0.69 1.47 -0.99
H 2.65 -2.00 -0.86
H 1.26 -3.74 0.66
H -0.94 -2.46 1.52
H -2.53 3.05 0.19
H -4.12 1.71 1.76

The following is a DFT calculation (ωB97M-V with the def2-TZVPD basis set) of an isolated molecule of C8H7NSe in a non-equilibrium geometry.

E_LUMO = 0.18 eV
SMILES string = N#CC[Se]c1ccccc1
orbital gap = 8.9 eV
energy relative to the best compared isomer or geometry (same formula, charge and spin) = 0.0000 eV

Atoms and positions in Å:
N 2.06 -2.29 1.11
C 2.35 -1.60 0.27
C 2.63 -0.72 -0.82
Se 2.01 1.21 -0.23
C 0.15 0.95 -0.05
C -0.59 0.31 -1.07
C -1.79 -0.24 -0.77
C -2.43 0.02 0.44
C -1.80 0.90 1.30
C -0.49 1.26 1.11
H 3.76 -0.60 -1.00
H 2.08 -0.91 -1.61
H -0.21 0.00 -2.02
H -2.14 -1.01 -1.45
H -3.35 -0.24 0.83
H -2.38 1.18 2.16
H 0.15 1.79 1.80

The following is a DFT calculation (ωB97M-V with the def2-TZVPD basis set) of an isolated molecule of C8H7O2P in a non-equilibrium geometry.

E_LUMO = -1.27 eV
orbital gap = 8.2 eV
energy relative to the best compared isomer or geometry (same formula, charge and spin) = 1.6126 eV

Atoms and positions in Å:
C -2.02 -1.46 0.39
C -2.38 -0.11 0.06
C -0.68 -1.87 0.35
C -1.34 0.79 -0.26
C 0.33 -0.98 0.12
C 0.04 0.35 -0.26
C 1.85 -1.33 -0.15
C 1.12 1.21 -0.64
O 2.21 -2.46 0.01
O 2.58 -0.35 -0.50
P 2.16 2.06 0.52
H -2.77 -2.26 0.56
H -3.31 0.37 0.24
H -0.44 -2.90 0.51
H -1.58 1.74 -0.49
H 1.27 1.43 -1.77
H 1.00 2.34 1.37
H 1.97 3.42 -0.05

The following is a DFT calculation (ωB97M-V with the def2-TZVPD basis set) of C8H7O6Zr as an isolated structure in a non-equilibrium geometry.

E_LUMO = -15.49 eV
total charge = +3
orbital gap = 6.1 eV
energy relative to the best compared isomer or geometry (same formula, charge and spin) = 0.0494 eV

Atoms and positions in Å:
O 1.34 1.26 -4.56
C 1.08 0.86 -3.51
Zr 0.06 0.59 -1.20
O -1.56 2.18 -3.82
C -0.94 1.64 -2.99
C -2.13 -0.10 -0.66
O -3.17 -0.55 -0.46
C 1.55 -1.35 -1.82
O 1.61 -2.35 -1.08
C -0.30 -1.43 -2.17
O -0.97 -2.32 -2.59
H 2.42 -1.09 -2.43
C 0.05 -1.03 2.64
C 0.18 0.38 2.15
C 0.14 1.50 3.12
O 0.25 0.65 0.92
H 0.09 -1.07 3.74
H 0.86 -1.66 2.23
H -0.91 -1.47 2.32
H 0.98 2.18 2.98
H -0.80 2.06 3.04
H 0.18 1.12 4.13